Entry from the OMol25 dataset: the ion C5H5N2O with charge +1 in a non-equilibrium geometry (ωB97M-V/def2-TZVPD).

The geometry in ORCA input format:
```
! wB97M-V def2-TZVPD RIJCOSX def2/J DEFGRID3
* xyz 1 1
C -1.06 0.27 -0.55
C -1.93 -0.40 -1.39
C 0.03 -0.62 -0.21
C -1.44 -1.67 -1.76
C 1.22 -0.37 0.74
N -1.48 -3.73 -2.99
N -1.58 -2.74 -2.47
O 0.07 -1.72 -0.88
H -1.32 1.28 -0.17
H -2.77 0.03 -1.89
H 1.68 0.57 0.31
H 0.98 -0.19 1.74
H 2.00 -1.14 0.74
*
```

Computed properties:
Relative energy (zero: lowest compared OMol25 entry of this formula, charge and spin) in kcal per mole: 54.3
SMILES: Cc1ccc([N+]#N)o1
Frontier orbital gap in hartree: 0.29168

Entry from the OMol25 dataset: a structure of composition C21H19BrLuN3O5S in a non-equilibrium geometry (ωB97M-V/def2-TZVPD).

The geometry in ORCA input format:
```
! wB97M-V def2-TZVPD RIJCOSX def2/J DEFGRID3
* xyz 0 1
Lu -0.37 -2.25 0.49
C 2.92 3.98 -1.33
C 2.88 2.50 -1.21
C 3.54 1.91 -0.11
C 3.50 0.54 0.08
C 2.68 -0.23 -0.77
C 2.05 0.31 -1.88
C 2.16 1.68 -2.11
S 2.39 -1.96 -0.39
O 1.12 -2.40 -1.17
O 3.57 -2.70 -0.76
N 1.90 -1.93 1.12
C 2.34 -2.86 2.14
C 1.19 -3.86 2.53
O 1.34 -4.67 3.43
O 0.01 -3.64 1.92
H 3.95 4.35 -1.43
H 2.49 4.45 -0.45
H 2.34 4.32 -2.20
H 4.13 2.54 0.57
H 4.16 0.06 0.82
H 1.56 -0.36 -2.61
H 1.61 2.13 -2.96
H 2.52 -2.32 3.07
H 3.22 -3.46 1.85
Br -7.10 -3.79 -0.34
C -5.29 -3.40 -0.20
C -4.93 -2.08 0.08
C -3.59 -1.74 0.31
C -2.58 -2.70 0.18
C -2.96 -4.01 -0.09
C -4.28 -4.35 -0.28
H -5.71 -1.31 0.12
H -3.37 -0.73 0.66
H -2.25 -4.82 -0.20
H -4.55 -5.39 -0.52
N -1.01 4.83 -1.03
C -0.73 4.32 0.18
O -0.49 4.99 1.18
C -0.77 2.81 0.26
C -0.27 2.19 1.43
C -0.30 0.84 1.52
N -0.83 0.04 0.56
C -1.40 0.63 -0.51
C -1.36 1.99 -0.70
H -0.94 5.83 -1.15
H -1.01 4.24 -1.87
H 0.18 2.82 2.21
H 0.05 0.40 2.45
H -1.90 -0.02 -1.24
H -1.83 2.32 -1.64
*
```

Computed properties:
Relative energy (zero: lowest compared OMol25 entry of this formula, charge and spin) in kcal per mole: 0.0
Frontier orbital gap in hartree: 0.25712

Entry from the OMol25 dataset: a structure of composition C22H45EuN2OP3Se in a non-equilibrium geometry (ωB97M-V/def2-TZVPD).

The geometry in ORCA input format:
```
! wB97M-V def2-TZVPD RIJCOSX def2/J DEFGRID3
* xyz 3 7
Eu 0.45 1.10 0.53
P -1.01 0.41 -1.66
P -1.95 1.70 1.64
P 2.08 -0.95 -0.21
H -1.16 -0.93 2.52
C -0.07 -1.01 2.40
C 0.78 -0.11 2.94
H 0.44 0.82 3.43
C -2.05 -1.09 -1.75
C -2.12 1.83 -2.07
C 0.11 0.34 -3.12
C -1.84 1.82 3.46
C -2.40 3.40 1.10
C -3.36 0.60 1.29
C 3.17 -1.50 1.15
C 3.23 -0.26 -1.48
C 1.34 -2.47 -0.89
H 0.28 -1.89 1.85
H 1.86 -0.16 2.80
H -2.48 -1.03 -2.76
H -2.80 -1.04 -0.95
H -1.40 -1.97 -1.61
H -2.48 1.55 -3.07
H -1.50 2.76 -2.09
H -2.93 1.91 -1.32
H -0.61 0.30 -3.96
H 0.75 -0.56 -3.07
H 0.73 1.26 -3.14
H -2.84 2.23 3.72
H -1.01 2.50 3.74
H -1.67 0.82 3.88
H -3.48 3.44 1.37
H -2.22 3.51 0.01
H -1.76 4.12 1.67
H -4.14 1.03 1.94
H -3.08 -0.42 1.59
H -3.61 0.63 0.22
H 3.85 -2.19 0.63
H 2.55 -1.99 1.92
H 3.68 -0.61 1.58
H 3.84 -1.16 -1.72
H 3.81 0.56 -1.00
H 2.65 0.12 -2.35
H 2.21 -3.11 -1.05
H 0.79 -2.25 -1.83
H 0.64 -2.88 -0.14
C -1.24 -6.11 -2.61
C -2.16 -7.18 -2.49
C -2.09 -7.99 -1.35
C -1.13 -7.74 -0.36
C -0.22 -6.68 -0.50
C -0.27 -5.86 -1.63
O -1.25 -5.26 -3.67
H -1.96 -5.53 -4.29
H -2.90 -7.35 -3.27
H -2.80 -8.81 -1.23
H -1.08 -8.38 0.52
H 0.54 -6.48 0.26
H 0.42 -5.03 -1.78
C 0.81 4.93 3.25
N 1.34 5.14 1.92
C 1.42 6.37 1.27
C 2.05 6.16 0.09
N 2.36 4.81 0.02
C 3.13 4.21 -1.05
C 1.94 4.16 1.17
Se 2.50 2.51 1.76
H -0.06 4.25 3.23
H 0.49 5.90 3.64
H 1.55 4.50 3.91
H 1.02 7.27 1.73
H 2.34 6.84 -0.71
H 2.61 4.34 -2.00
H 4.11 4.68 -1.13
H 3.26 3.14 -0.86
*
```

Computed properties:
Relative energy (zero: lowest compared OMol25 entry of this formula, charge and spin) in kcal per mole: 0.0
Frontier orbital gap (alpha / beta) in hartree: 0.11149 / 0.15571

Entry from the OMol25 dataset: a structure of composition C17H17BN8O3PtS in a non-equilibrium geometry (ωB97M-V/def2-TZVPD).

The geometry in ORCA input format:
```
! wB97M-V def2-TZVPD RIJCOSX def2/J DEFGRID3
* xyz 0 1
Pt -0.01 -0.04 -0.57
B -3.52 0.54 -0.03
N -2.56 -0.10 1.03
C -2.97 -0.39 2.27
C -1.91 -0.89 3.01
C -0.84 -0.86 2.13
N -1.25 -0.40 0.94
N -2.77 0.83 -1.37
C -3.34 1.43 -2.41
C -2.42 1.54 -3.44
C -1.26 0.97 -2.92
N -1.51 0.55 -1.67
H -3.93 1.58 0.41
H -4.41 -0.24 -0.25
H -4.00 -0.23 2.54
H -1.92 -1.20 4.04
H 0.18 -1.16 2.28
H -4.38 1.72 -2.37
H -2.56 1.96 -4.42
H -0.29 0.82 -3.37
C 1.23 4.85 0.55
C 0.91 3.46 0.24
N 0.67 2.37 0.00
H 1.71 5.31 -0.31
H 1.90 4.89 1.40
H 0.31 5.39 0.79
O 8.18 1.37 -1.46
S 9.07 0.93 -0.41
O 9.26 1.88 0.67
O 10.26 0.24 -0.85
C 8.10 -0.35 0.44
N 8.72 -1.22 1.24
C 7.97 -2.10 1.87
C 6.58 -2.15 1.73
C 6.04 -1.20 0.89
N 6.79 -0.31 0.26
C 4.58 -1.05 0.61
C 3.58 -1.77 1.25
C 2.26 -1.56 0.91
N 1.90 -0.66 -0.03
C 2.87 0.04 -0.64
C 4.20 -0.12 -0.36
H 8.48 -2.80 2.52
H 6.00 -2.90 2.24
H 3.81 -2.49 2.02
H 1.47 -2.12 1.37
H 2.54 0.77 -1.38
H 4.97 0.45 -0.87
*
```

Computed properties:
Relative energy (zero: lowest compared OMol25 entry of this formula, charge and spin) in kcal per mole: 36.3
Frontier orbital gap in hartree: 0.17842

Entry from the OMol25 dataset: a structure of composition CH3N5Se in a non-equilibrium geometry (ωB97M-V/def2-TZVPD).

The geometry in ORCA input format:
```
! wB97M-V def2-TZVPD RIJCOSX def2/J DEFGRID3
* xyz 0 1
C 0.02 0.78 1.05
N -0.39 0.08 2.03
N -0.87 -1.07 1.78
N -0.83 -1.37 0.55
N -0.31 -0.54 -0.24
N 0.00 -0.68 -1.53
Se 1.22 1.97 0.34
H -0.15 -1.62 -1.77
H 0.99 -0.42 -1.69
H 0.32 2.88 -0.53
*
```

Computed properties:
Relative energy (zero: lowest compared OMol25 entry of this formula, charge and spin) in kcal per mole: 51.5
Frontier orbital gap in hartree: 0.33243

Entry from the OMol25 dataset: a cluster of 2 separate species, C15H4BF5NO11 in total (ωB97M-V/def2-TZVPD).

The geometry in ORCA input format:
```
! wB97M-V def2-TZVPD RIJCOSX def2/J DEFGRID3
* xyz -1 1
O 0.58 -0.48 -1.50
C 1.29 0.28 -0.94
O 2.67 0.13 -0.88
C 3.19 1.18 -0.16
O 4.36 1.35 -0.03
C 2.05 2.02 0.31
C 2.22 3.26 1.13
F 1.20 3.42 2.00
F 3.36 3.21 1.85
C 2.29 4.55 0.26
F 1.08 4.95 -0.08
F 2.90 5.53 0.91
F 2.97 4.31 -0.86
C 0.91 1.50 -0.16
C -0.49 1.92 -0.01
C -1.13 2.69 -0.98
C -2.45 3.04 -0.78
C -3.09 2.62 0.38
N -2.50 1.88 1.31
C -1.23 1.52 1.11
H -0.59 2.99 -1.87
H -2.98 3.64 -1.51
H -4.12 2.90 0.56
H -0.78 0.87 1.85
B -0.90 -4.56 -0.15
O -0.01 -3.58 0.51
C -0.66 -2.44 0.69
O -0.23 -1.45 1.20
C -2.09 -2.62 0.12
O -2.94 -1.78 0.12
O -2.18 -3.85 -0.35
O -0.34 -5.04 -1.42
C -0.19 -6.35 -1.39
O 0.25 -7.04 -2.26
C -0.67 -6.84 0.00
O -0.68 -7.97 0.38
O -1.07 -5.77 0.67
*
```

Computed properties:
Frontier orbital gap in hartree: 0.28333

Entry from the OMol25 dataset: the molecule C5H8O (ωB97M-V/def2-TZVPD).

The geometry in ORCA input format:
```
! wB97M-V def2-TZVPD RIJCOSX def2/J DEFGRID3
* xyz 0 1
O -2.11 1.76 -0.21
C -1.14 0.73 -0.20
C 0.33 1.09 -0.24
C 1.35 0.24 -0.12
C 1.25 -1.19 0.20
C 0.20 -2.02 0.16
H -1.72 2.64 -0.31
H -1.43 0.02 -0.99
H -1.26 0.21 0.74
H 0.56 2.16 -0.18
H 2.36 0.65 -0.04
H 2.13 -1.57 0.72
H -0.75 -1.83 -0.34
H 0.24 -2.89 0.80
*
```

Computed properties:
Relative energy (zero: lowest compared OMol25 entry of this formula, charge and spin) in kcal per mole: 47.2
SMILES: C=C/C=C\CO
Frontier orbital gap in hartree: 0.35668

Entry from the OMol25 dataset: a structure of composition BeH10O5 in a non-equilibrium geometry (ωB97M-V/def2-TZVPD).

The geometry in ORCA input format:
```
! wB97M-V def2-TZVPD RIJCOSX def2/J DEFGRID3
* xyz 2 1
Be -0.35 -0.15 -0.32
O -1.62 -0.70 -1.45
H -2.51 -0.36 -1.36
H -1.67 -1.30 -2.22
O 0.96 0.18 -1.22
H 1.62 -0.46 -1.59
H 1.46 1.02 -1.34
O -1.06 1.17 0.39
H -1.93 1.37 0.68
H -0.62 2.05 0.23
O -0.13 -1.32 0.74
H -0.74 -2.05 0.89
H 0.17 -1.06 1.69
O 1.81 0.45 1.42
H 2.70 0.11 1.30
H 1.91 1.04 2.18
*
```

Computed properties:
Relative energy (zero: lowest compared OMol25 entry of this formula, charge and spin) in kcal per mole: 0.8
Frontier orbital gap in hartree: 0.44863

Entry from the OMol25 dataset: a structure of composition C3H7BrCu2NO in a non-equilibrium geometry (ωB97M-V/def2-TZVPD).

The geometry in ORCA input format:
```
! wB97M-V def2-TZVPD RIJCOSX def2/J DEFGRID3
* xyz 1 1
Cu -3.09 0.91 3.84
Cu -2.42 4.06 3.39
Br -2.74 2.20 1.32
C 1.10 -1.87 0.05
O 1.24 -1.94 1.26
N 0.85 -0.75 -0.64
C 0.52 0.46 0.08
C 0.52 -0.78 -2.05
H 1.24 -2.73 -0.64
H 0.88 0.56 1.10
H -0.55 0.69 0.07
H 1.00 1.31 -0.41
H 0.70 -1.72 -2.56
H -0.46 -0.34 -2.27
H 1.19 -0.06 -2.53
*
```

Computed properties:
Relative energy (zero: lowest compared OMol25 entry of this formula, charge and spin) in kcal per mole: 40.2
Frontier orbital gap in hartree: 0.17366

Entry from the OMol25 dataset: a structure of composition C5H29N2O9 in a non-equilibrium geometry (ωB97M-V/def2-TZVPD).

The geometry in ORCA input format:
```
! wB97M-V def2-TZVPD RIJCOSX def2/J DEFGRID3
* xyz -1 1
C -2.39 -0.45 -0.69
N -1.17 -0.32 -1.57
C -1.38 0.11 -2.96
O -1.48 1.58 -2.97
C -2.27 -1.67 0.35
C -3.61 -1.98 1.15
N -1.11 -1.50 1.22
C -0.92 -0.14 2.01
H -3.30 -0.36 -1.25
H -2.42 0.50 -0.06
H -0.56 0.43 -1.14
H -0.44 0.17 -3.54
H -2.30 -0.26 -3.43
H -1.87 -2.56 -0.34
H -3.26 -1.75 2.35
H -4.42 -1.50 0.76
H -3.83 -3.03 1.42
H -0.13 -1.62 0.84
H 0.12 -0.07 2.30
H -1.21 0.83 1.70
H -1.53 -0.15 2.90
H 3.26 -1.12 -0.72
H 4.02 -1.41 0.53
O 4.17 -1.38 -0.41
H -0.81 1.93 -2.39
H 0.28 1.82 0.44
O 0.64 1.96 -0.43
H 1.41 4.80 -1.07
H 1.18 3.64 -0.11
O 0.91 4.59 -0.26
H 1.43 0.50 -2.01
H 3.01 0.72 -1.85
O 2.31 0.30 -2.38
H 1.83 -4.42 -1.17
H 3.03 -3.91 -0.36
O 2.15 -4.25 -0.21
H 2.55 -1.76 3.14
H 2.41 -1.10 1.80
O 2.83 -1.09 2.69
H 2.37 0.74 1.04
H 1.36 1.08 -0.03
O 2.08 0.18 0.38
H -0.95 3.62 0.74
H -0.66 4.45 1.97
O -1.33 3.84 1.59
*
```

Computed properties:
Relative energy (zero: lowest compared OMol25 entry of this formula, charge and spin) in kcal per mole: 109.8
Frontier orbital gap in hartree: 0.32450

Entry from the OMol25 dataset: a cluster of 2 separate species, C30H43N5O3P2S in total in a non-equilibrium geometry (ωB97M-V/def2-TZVPD).

The geometry in ORCA input format:
```
! wB97M-V def2-TZVPD RIJCOSX def2/J DEFGRID3
* xyz 0 1
C 6.82 -2.71 2.46
C 6.81 -1.48 1.53
C 5.70 -1.61 0.45
N 5.79 -0.44 -0.45
C 4.49 0.12 -0.76
C 4.17 1.29 -0.11
C 5.10 1.97 0.87
C 2.92 1.84 -0.36
C 2.00 1.27 -1.22
C 2.35 0.10 -1.88
C 1.33 -0.48 -2.85
C 0.15 -1.17 -2.11
C 0.59 -2.22 -1.06
C -0.14 -2.11 0.28
N -1.56 -2.42 0.19
C -2.31 -2.82 -0.88
C -3.59 -2.95 -0.41
C -3.63 -2.65 0.98
C -2.33 -2.31 1.29
C 3.60 -0.50 -1.65
P 3.94 -2.08 -2.56
O 5.47 -2.01 -3.21
O 3.93 -3.28 -1.41
N 0.71 1.89 -1.42
C 0.05 2.21 -0.19
C -1.25 1.84 0.06
C -1.86 2.17 1.25
P -3.59 1.57 1.45
N -4.50 1.82 0.19
C -1.19 2.89 2.23
C -1.84 3.26 3.58
O -0.99 4.18 4.23
C -0.78 3.92 5.61
C 0.11 3.26 1.99
C 0.70 2.91 0.80
S 2.39 3.34 0.45
H 6.76 -3.61 1.85
H 5.94 -2.63 3.11
H 7.74 -2.71 3.04
H 6.61 -0.56 2.07
H 7.75 -1.42 0.97
H 4.72 -1.66 0.95
H 5.89 -2.56 -0.06
H 6.27 -0.69 -1.30
H 4.99 1.47 1.84
H 4.89 3.03 0.98
H 6.15 1.87 0.57
H 1.77 -1.18 -3.56
H 0.92 0.36 -3.42
H -0.42 -1.70 -2.88
H -0.51 -0.39 -1.71
H 1.66 -2.24 -0.91
H 0.33 -3.21 -1.44
H 0.02 -1.12 0.74
H 0.32 -2.85 0.95
H -1.93 -2.97 -1.87
H -4.44 -3.25 -1.00
H -4.50 -2.67 1.61
H -2.06 -2.02 2.30
H 6.12 -2.31 -2.56
H 3.66 -2.89 -0.57
H 0.83 2.76 -1.94
H -1.77 1.28 -0.72
H -4.08 2.14 2.64
H -3.44 0.19 1.72
H -4.81 0.91 -0.15
H -2.83 3.67 3.38
H -1.96 2.31 4.13
H -1.09 2.92 5.93
H -1.26 4.70 6.23
H 0.30 3.99 5.79
H 0.72 3.80 2.70
C -7.27 1.37 -3.57
C -7.30 -0.14 -3.82
C -7.96 -0.92 -2.68
C -7.21 -0.81 -1.44
N -6.62 -0.72 -0.45
H -6.68 1.62 -2.69
H -6.83 1.88 -4.43
H -8.28 1.76 -3.43
H -6.28 -0.50 -3.98
H -7.85 -0.33 -4.74
H -8.03 -1.97 -2.96
H -8.98 -0.57 -2.53
*
```

Computed properties:
SMILES: CCCNc1c(C)c2c(c(CCCCn3cccc3)c1P(O)O)Nc1cc([PH2]=N)c(COC)cc1S2.CCCC#N
Frontier orbital gap in hartree: 0.31294

Entry from the OMol25 dataset: the molecule C13H19N5O3 in a non-equilibrium geometry (ωB97M-V/def2-TZVPD).

The geometry in ORCA input format:
```
! wB97M-V def2-TZVPD RIJCOSX def2/J DEFGRID3
* xyz 0 1
C -2.91 -3.18 0.30
C -1.68 -2.54 0.45
C -0.52 -2.39 -0.53
N -0.09 -1.17 -0.63
C -0.77 -0.17 -1.06
N -0.07 0.99 -0.83
C 1.11 0.47 -0.36
C 1.15 -0.75 -0.47
C 2.27 -1.49 -0.07
O 2.43 -2.77 0.20
N 3.38 -0.50 0.18
C 3.41 0.77 -0.11
O 4.57 1.11 0.03
N 2.36 1.41 -0.33
C 2.33 2.74 -0.68
H 1.78 3.21 0.41
H 1.83 2.82 -1.42
H 3.33 3.03 -0.55
C 4.77 -1.27 0.48
H 4.89 -2.07 -0.10
H 4.47 -1.90 1.40
H 5.34 -0.54 0.78
N -2.11 0.13 -1.23
H -2.67 -0.78 -0.87
C -2.86 1.41 -1.34
H -3.57 1.30 -1.86
C -3.48 1.11 0.31
O -2.53 1.25 1.31
C -1.80 2.15 1.72
H -0.98 2.32 0.86
H -2.30 3.20 1.74
H -1.20 1.90 2.39
H -3.98 2.29 0.45
H -4.24 0.35 0.39
H -2.20 2.00 -1.25
H -0.93 -2.64 -1.45
H 0.17 -3.10 -0.30
H -1.69 -1.96 1.64
H -3.78 -3.16 0.96
H -3.24 -3.59 -0.60
*
```

Computed properties:
Relative energy (zero: lowest compared OMol25 entry of this formula, charge and spin) in kcal per mole: 405.3
SMILES: C=CCn1c(NCCOC)nc2c1c(=O)n(C)c(=O)n2C
Frontier orbital gap in hartree: 0.30988

Entry from the OMol25 dataset: the molecule C6H12N2 in a non-equilibrium geometry (ωB97M-V/def2-TZVPD).

The geometry in ORCA input format:
```
! wB97M-V def2-TZVPD RIJCOSX def2/J DEFGRID3
* xyz 0 3
C 0.52 -1.50 -0.61
C 1.41 -0.90 0.17
C -0.69 -0.71 -0.78
C -1.89 -1.23 0.05
C 1.07 0.91 1.80
C -0.08 1.78 -1.18
N 1.13 0.39 0.39
N -0.18 0.56 -0.24
H 0.55 -2.58 -1.15
H 2.35 -1.30 0.68
H -0.88 -0.65 -1.90
H -1.35 -1.43 0.96
H -2.32 -2.09 -0.37
H -2.68 -0.49 0.23
H 1.01 1.94 1.59
H 0.24 0.47 2.48
H 1.97 0.63 2.33
H -0.75 2.64 -1.03
H 0.88 2.12 -1.27
H -0.32 1.45 -2.14
*
```

Computed properties:
Relative energy (zero: lowest compared OMol25 entry of this formula, charge and spin) in kcal per mole: 49.7
Frontier orbital gap (alpha / beta) in hartree: 0.18484 / 0.27710

Entry from the OMol25 dataset: a structure of composition C4H6N2O in a non-equilibrium geometry (ωB97M-V/def2-TZVPD).

The geometry in ORCA input format:
```
! wB97M-V def2-TZVPD RIJCOSX def2/J DEFGRID3
* xyz 0 1
C 1.18 -1.16 0.85
C 0.40 -0.24 0.30
C -0.22 0.95 0.79
C -1.63 1.07 0.40
N 1.19 -1.13 -1.97
N 0.33 -0.37 -1.56
O 0.57 1.67 1.33
H 1.59 -1.85 0.14
H 1.42 -1.22 1.94
H -2.14 0.28 -0.07
H -1.71 1.89 -0.32
H -2.26 1.34 1.19
H 1.27 -1.21 -3.02
*
```

Computed properties:
Relative energy (zero: lowest compared OMol25 entry of this formula, charge and spin) in kcal per mole: 108.0
Frontier orbital gap in hartree: 0.33696